[1]
A molecular structure, C26H34BrN5NiOS2 in a non-equilibrium geometry, computed with ωB97M-V with the def2-TZVPD basis set.

ORCA input file:
```
! RIJCOSX wB97M-V def2-TZVPD def2/J DEFGRID3
* xyz 0 3
S 3.1285 -3.7100 3.2369
H -2.3335 1.4142 -3.3890
C 2.4653 2.9521 1.1707
H -4.6290 -5.8368 0.5585
C -1.9670 -3.5311 -1.3913
C 3.4942 5.0273 -0.1047
H 0.7692 4.9265 0.5394
H -3.3310 -4.6628 0.9163
N 3.5027 1.5344 -0.1586
Ni 2.2685 0.0883 1.9512
H 3.4607 5.1389 -1.1888
H -4.5417 0.1038 0.1117
H -5.1854 -3.1242 0.6244
C 5.9131 -1.1180 2.0617
C 2.5039 -2.1131 2.7306
C -4.5395 0.8984 -0.6783
C -1.0612 -2.5332 -1.4719
C 4.7299 -1.7038 2.5323
Br 0.7785 -3.0622 -1.3652
H 5.8049 -0.1571 1.6499
H -5.2401 -4.0166 -2.9499
H 8.0142 -3.5245 3.0677
H -6.3269 -4.3432 0.0734
O -0.7001 -0.3636 -2.4449
C -3.1623 0.7060 -1.4129
C 7.1019 -1.7424 2.3582
H -4.5541 1.9312 -0.2025
H 2.8350 6.2393 1.5656
C 1.1631 5.8529 0.1278
N 3.1270 3.6389 0.1937
H -2.1301 2.6657 -1.0162
C 5.8948 -3.6571 3.3956
H -6.1363 -2.8195 -0.9160
N 3.4496 -1.2486 2.3881
H -3.7799 2.2358 -2.8446
N 3.7466 2.6973 -0.5977
H -2.0397 1.4787 0.3369
H 5.8423 -4.5358 4.0461
H -4.0714 -5.3668 -2.7502
H 0.5334 6.7096 0.4022
H 4.5728 5.1422 0.0967
H -1.6707 -4.5774 -1.2062
C 2.6574 6.1145 0.5230
H 8.0765 -1.2631 2.3474
C -2.8077 -0.7697 -1.4813
C -3.3107 -3.1570 -1.2036
H -3.0226 -5.9051 -0.3638
H -1.0864 1.2976 -1.0684
C -4.3679 -4.2034 -0.9176
C 7.0539 -3.0232 2.9643
S 0.9151 -1.6116 2.4364
C -2.0755 1.5714 -0.7412
H 1.8542 3.3925 1.9634
C 3.0726 7.4522 -0.1345
H 2.9191 7.3873 -1.2416
H -3.9998 0.5892 -3.4370
C -3.3203 1.2880 -2.8807
C -3.7945 -5.2377 0.1092
H 1.1121 5.7526 -0.9467
H 4.1041 7.7687 0.1437
H -4.7319 -1.5745 -1.3537
N 2.6505 1.6170 0.9367
H -5.4595 0.7848 -1.3209
C 4.7313 -2.9787 3.1150
C -1.3969 -1.1664 -1.7809
H 2.3371 8.1654 0.2403
H -5.6041 -5.7018 -2.0483
C -4.8779 -4.8311 -2.2424
C -5.6166 -3.5757 -0.2840
C -3.7117 -1.8160 -1.3791
*
```

Results
lowest unoccupied orbital energy (spin up / spin down)	0.0141 / -0.0538	Ha
calculated total energy	-169764.463	eV
energy above the lowest of the compared OMol25 structures with the same formula, charge and spin	4.267	eV
⟨S²⟩	2.0507
gap between HOMO and LUMO (spin up / spin down)	7.38 / 5.37	eV

[2]
A molecular structure, C38H34F11IrN5PS in a non-equilibrium geometry, computed with ωB97M-V with the def2-TZVPD basis set.

ORCA input file:
```
! RIJCOSX wB97M-V def2-TZVPD def2/J DEFGRID3
* xyz 1 2
F 2.2124 -1.9067 1.9337
C 0.7589 -0.5291 -2.1892
C -5.0344 1.7798 0.2125
H 3.9492 -0.7802 4.4267
H 0.5186 4.5085 1.0596
F -2.2073 -2.0814 -1.7156
F -3.5897 3.4504 0.8303
H -0.0102 -2.5511 2.1029
H 1.5962 2.5081 -1.8026
C -2.7443 -3.0344 0.5788
C 1.8041 -1.3150 -4.1715
H 4.3861 1.5187 4.6214
F -6.5711 0.0040 -0.0876
C 3.3305 1.4849 0.0081
C 3.0316 -2.0424 0.8614
C -5.3172 0.4563 -0.0878
H -1.5978 -0.8890 5.6753
N 3.0030 -0.5505 4.1689
H -0.8910 2.4663 -4.0781
H 1.6168 0.7537 -3.6946
C -1.5152 -1.0247 1.7661
C 3.6139 -3.2700 0.6338
C 2.6123 0.7038 3.9905
H 0.6544 3.1613 2.2036
H -0.1052 -3.1519 -0.2495
C -1.6585 1.7607 -3.7970
H -1.6131 3.2689 1.8768
H 3.1294 2.6405 4.2500
H 0.6756 -3.9047 -2.3499
C -1.7393 1.3320 -2.4843
H -1.0497 1.7226 -1.7566
C 0.4821 -1.8355 -1.8075
F 2.4781 -1.0565 -5.2998
H -1.4922 3.7621 0.1841
H 3.1773 3.6029 0.4185
C -2.7136 0.4303 -2.0778
H 3.3014 1.6211 -1.0774
C 1.4005 -0.2534 -3.3774
H 1.9376 -3.4332 -4.4184
N 1.2606 2.6879 0.2708
H -3.2614 0.3670 4.3366
C 0.3897 3.4235 1.1777
N -1.3083 1.6993 0.5091
C 1.1424 3.1948 -1.0925
C -2.8633 0.0689 -0.5857
P -1.8700 -1.5634 -0.0954
C -1.0858 3.0739 0.9347
H -0.0196 -2.3926 4.5127
H 2.7109 2.5503 1.7664
H 1.6437 4.1653 -1.1843
C -0.6804 -1.7561 3.9408
F -4.5695 -1.6572 -0.7021
C -3.5274 0.3886 -4.3483
F 5.4908 -2.4706 -2.3410
N 3.4761 1.6961 4.2244
C -3.6865 2.1847 0.3674
H 0.4866 0.2744 -1.5059
C 0.8814 -2.8821 -2.6309
H -3.1624 -3.6376 -0.2225
F -5.9986 2.6722 0.4486
F 3.3671 -4.2899 1.4608
S 1.0232 1.0993 3.5439
F 4.2927 -0.1457 -1.9457
H 0.5482 -1.5571 0.2693
C -2.4852 -0.2970 2.4692
C -3.6113 -0.0365 -3.0346
C -2.5728 1.3604 0.1800
C 3.2327 -0.8915 0.0660
H -4.3761 -0.7495 -2.7854
C -0.0960 -2.0783 -0.4529
C -1.5797 -0.9350 4.5971
H -3.5387 -2.7400 1.2609
C 4.4742 -3.4300 -0.4482
H -3.2766 0.1985 1.9307
N 2.6578 0.2708 0.4304
H -4.2420 0.0220 -5.0679
C 4.6928 -2.3392 -1.2868
H -2.0171 -3.6145 1.1443
Ir 0.4833 0.4534 1.0137
C 2.6594 2.6723 0.6835
C -2.5593 1.2963 -4.7403
C -0.6513 -1.8101 2.5548
C -2.5005 -0.2224 3.8478
F 5.0690 -4.5956 -0.6754
C 4.0846 -1.1186 -1.0462
H 2.3660 -1.3048 3.9688
H 4.3870 1.4422 0.2947
H 0.0987 3.3215 -1.3598
C 1.5706 -2.6280 -3.8030
C -4.2663 -0.3929 -0.3587
H -2.5058 1.6280 -5.7678
*
```

Results
lowest unoccupied orbital energy (spin up / spin down)	-0.1609 / -0.1574	Ha
calculated total energy	-100252.653	eV
energy above the lowest of the compared OMol25 structures with the same formula, charge and spin	3.970	eV
⟨S²⟩	0.9425
gap between HOMO and LUMO (spin up / spin down)	5.22 / 5.24	eV

[3]
A molecular structure, C33H27Br3ILuN4O3S2 in a non-equilibrium geometry, computed with ωB97M-V with the def2-TZVPD basis set.

ORCA input file:
```
! RIJCOSX wB97M-V def2-TZVPD def2/J DEFGRID3
* xyz 0 1
H -0.5946 -5.6034 0.9328
H 0.7540 4.2349 -1.1496
H -0.6555 -1.1244 -3.8141
H 1.3673 1.8754 4.9745
N -0.8388 -0.3026 1.9401
H 0.2125 -0.9800 -5.3425
O 2.1501 0.0852 4.4477
H 1.0811 2.6242 -1.7698
Br 3.9577 -1.2263 2.0235
H 2.4270 3.7440 -1.4389
C -2.5739 -4.4906 -1.5872
H -5.2625 4.0401 -0.9210
H -3.3124 -4.8515 -2.2931
H -1.6948 2.6617 -0.4960
I -3.7042 -0.2169 0.7353
H -2.4268 5.0703 -1.2698
C 0.7847 1.4919 2.1110
C -1.2547 -2.6298 -0.6654
C -3.7115 -2.5027 2.7365
H 4.4568 0.7161 -4.3825
C -0.7016 -3.5644 0.2235
H -3.7461 -4.1515 4.1073
C 4.9912 -0.2143 -0.4182
Br 6.5572 0.6570 -2.5878
C -1.8467 -3.1465 4.1137
S -2.3526 0.7715 -2.5254
C 1.4549 3.3939 -1.0974
C -1.0815 -2.1268 3.5670
C -1.6205 -1.2933 2.5967
H -0.5795 0.4330 -4.6453
C -2.1982 -3.1502 -1.5604
O 1.4454 -0.8069 0.2735
H 5.9345 -0.2454 0.1099
C 2.3837 0.2468 -4.4228
H -0.1534 0.3608 3.7371
Lu -0.4619 -0.4236 -0.5093
H 3.0804 1.9398 4.6081
C -2.9505 2.2589 -2.0257
N -2.5261 2.9901 -1.0205
H -4.7292 -2.6486 2.3996
H 2.8066 -0.2632 3.8317
C 2.5409 -0.1887 -1.7397
H -2.6929 -2.4895 -2.2703
Br -2.4882 -7.1917 -0.6871
N 2.5938 3.3213 1.0475
H 0.0413 -3.2463 0.9503
C 3.7182 0.1526 -2.4313
H 3.5751 3.2376 2.8658
C 4.9445 0.1647 -1.7235
C 0.6257 1.9764 0.8167
H 2.2781 0.3900 -5.4924
C -3.1557 -3.3411 3.6970
C -1.9875 -5.3586 -0.6823
C -0.0200 -0.4715 -4.4059
C -2.9382 -1.4898 2.2002
H -3.2296 4.5297 0.2053
C -3.0973 4.3180 -0.8523
C 1.5816 2.8878 0.3142
C 2.7177 2.8729 2.3060
H -0.0434 -1.9955 3.8559
H -1.4071 -3.8085 4.8504
C 1.2529 -0.1530 -3.6758
H -4.6523 5.2568 -2.0556
O -0.4013 1.6123 0.0440
C 2.5632 -0.5246 -0.3469
C -4.4400 4.3048 -1.5813
S -4.2778 3.0256 -2.8624
C 3.8078 -0.5777 0.2489
C -1.0453 -4.9137 0.2286
C 3.5851 0.4196 -3.8139
N 1.3160 -0.2902 -2.3676
C -0.1194 0.4689 2.6565
C 1.8549 1.9649 2.8810
C 2.1316 1.5038 4.2933
*
```

Results
lowest unoccupied orbital energy	-0.0104	Ha
calculated total energy	-320286.418	eV
energy above the lowest of the compared OMol25 structures with the same formula, charge and spin	0.000	eV
gap between HOMO and LUMO	7.69	eV

[4]
A molecular structure, C7H22BeN10O11 in a non-equilibrium geometry, computed with ωB97M-V with the def2-TZVPD basis set.

ORCA input file:
```
! RIJCOSX wB97M-V def2-TZVPD def2/J DEFGRID3
* xyz 0 1
O 1.9896 0.0823 1.9141
H 0.1142 -1.9821 -2.7655
O -1.9941 -3.3350 2.7405
H -0.8364 -3.0104 -3.8395
H 3.6358 -1.5711 1.4869
H -2.5479 3.4701 -0.2458
H -2.7018 -3.7801 -2.7403
O -2.4263 0.9700 -0.1671
H -1.7025 4.8030 2.9039
H 5.0410 -0.4831 1.8898
N -2.4067 -3.2801 -1.9138
N -1.6421 3.8032 2.7741
N 4.0850 -0.6776 1.6283
C 0.7349 2.0519 -1.9750
H -1.9424 3.2330 3.5518
H 0.3942 2.4056 -3.6327
O -0.3689 -3.5562 1.6582
O 0.0909 1.0343 -2.1388
H -3.9756 3.3663 -1.2135
H 4.8102 1.2667 1.9951
H -4.7163 1.7361 -2.0862
O 1.6513 -1.2713 -0.9102
O 1.1852 2.2845 -0.8583
N 3.8048 1.3621 1.9823
C 2.3450 -2.2260 -0.5815
H 4.3330 -2.8536 -0.1882
N -0.6887 -2.5684 -2.9435
C 3.1977 0.2270 1.9541
H -1.0885 -3.8577 2.2175
N 1.9310 -3.3058 0.0920
C -1.3005 -2.7179 -1.8419
H 0.9798 -3.5865 0.2828
C -0.9974 3.1956 1.8216
N 3.6639 -2.2787 -0.6801
O 0.8342 2.9317 -2.9609
N -4.1303 1.1051 -1.5584
O -1.0993 -2.0006 -0.8344
C -3.1775 1.5984 -0.8235
O -0.6117 2.0401 1.9895
H -1.2104 4.8345 0.7155
C -1.1344 -2.6866 2.1951
Be 0.0046 0.0850 0.3872
H 0.0754 3.8426 0.2045
H 4.0585 -1.5630 -1.2736
O -1.0139 -1.3959 2.2843
H -4.2309 0.1002 -1.5415
N -3.2089 2.8982 -0.7520
H -3.1103 -3.0426 -1.2293
H 2.7329 -3.8821 0.3042
N -0.7120 3.9629 0.8253
H 3.2826 2.2223 1.8968
*
```

Results
lowest unoccupied orbital energy	0.0081	Ha
calculated total energy	-45438.501	eV
energy above the lowest of the compared OMol25 structures with the same formula, charge and spin	8.822	eV
gap between HOMO and LUMO	8.11	eV

[5]
A molecular structure, C3H8BrO2V in a non-equilibrium geometry, computed with ωB97M-V with the def2-TZVPD basis set.

ORCA input file:
```
! RIJCOSX wB97M-V def2-TZVPD def2/J DEFGRID3
* xyz 1 2
Br -0.1234 -1.3180 1.3803
C 0.9256 -0.3133 -1.2660
C -0.4208 0.3587 -1.0642
H 0.9302 -1.1252 -1.9933
H 1.6763 0.3973 -1.6117
H -0.9242 -1.0355 0.2319
H 0.2174 1.1803 0.7557
H 1.1805 -0.7935 -0.3213
H 0.1828 2.4292 -0.4888
H -1.3247 1.9061 0.1805
C -0.3359 1.5494 -0.1079
H -0.7630 0.7628 -2.0169
O 0.3389 -2.3985 3.6125
O -1.3125 -0.6208 -0.5419
V -0.2472 -0.9789 3.2512
*
```

Results
lowest unoccupied orbital energy (spin up / spin down)	-0.2670 / -0.2602	Ha
calculated total energy	-103051.107	eV
energy above the lowest of the compared OMol25 structures with the same formula, charge and spin	5.102	eV
⟨S²⟩	0.7739
gap between HOMO and LUMO (spin up / spin down)	6.69 / 6.93	eV

[6]
A gas-phase ion, C5H7N2O3S (charge -1) in a non-equilibrium geometry, computed with ωB97M-V with the def2-TZVPD basis set.

ORCA input file:
```
! RIJCOSX wB97M-V def2-TZVPD def2/J DEFGRID3
* xyz -1 1
H -1.1129 -1.5602 -2.6020
H -0.5590 -1.7521 1.0925
S -0.9996 0.2953 2.0338
H -0.4843 -2.6037 -1.3051
C -0.2965 -0.8638 0.7352
O 2.0108 2.0225 3.0095
H 0.4856 -1.5178 -1.9936
N -0.1105 0.9235 -2.1887
N -0.5984 0.7677 -1.0425
O 2.2566 0.4018 1.4772
C -0.5212 -1.6924 -1.7226
C 1.6593 1.2997 2.0788
C 0.1379 1.5308 1.8397
H -0.0803 2.5599 1.8820
O 0.0932 2.0724 -2.6472
H -1.9083 -0.7215 -0.7598
C -0.8507 -0.6141 -0.6749
H 0.8781 -0.5480 0.7878
*
```

Results
lowest unoccupied orbital energy (spin up / spin down)	0.0539 / 0.0538	Ha
calculated total energy	-25252.392	eV
energy above the lowest of the compared OMol25 structures with the same formula, charge and spin	5.618	eV
gap between HOMO and LUMO (spin up / spin down)	4.70 / 4.69	eV

[7]
2 unconnected molecules or ions with the total composition CH2F3P in a non-equilibrium geometry, computed with ωB97M-V with the def2-TZVPD basis set.

ORCA input file:
```
! RIJCOSX wB97M-V def2-TZVPD def2/J DEFGRID3
* xyz 0 3
F 1.6635 0.7897 0.6447
F -1.4409 -1.1646 1.0796
H 0.2907 0.9833 -0.8881
H -0.2659 0.9081 0.9197
C 0.3975 0.5699 0.1623
F -0.8425 -0.8325 -1.5017
P 0.1976 -1.2540 -0.4164
*
```

Results
lowest unoccupied orbital energy (spin up / spin down)	0.0057 / -0.1698	Ha
calculated total energy	-18506.181	eV
energy above the lowest of the compared OMol25 structures with the same formula, charge and spin	2.451	eV
⟨S²⟩	2.0072
gap between HOMO and LUMO (spin up / spin down)	8.21 / 6.31	eV

[8]
4 unconnected molecules or ions with the total composition C28H57F10IN3O6PS, computed with ωB97M-V with the def2-TZVPD basis set.

ORCA input file:
```
! RIJCOSX wB97M-V def2-TZVPD def2/J DEFGRID3
* xyz 0 1
C -6.6862 2.0397 -0.3647
H 7.7400 5.9948 4.5314
P -0.7784 4.2596 -1.4038
H 0.8787 1.6830 -1.5604
C -2.1258 -8.1113 -4.9658
H 0.7058 -4.1029 3.5238
H 5.9116 5.0770 3.3746
F -5.9121 1.8267 0.6787
C 0.6159 -4.6996 0.4704
F -3.7592 2.6001 -3.5322
H 6.9227 5.0989 5.8060
H -2.5012 -3.5478 0.3442
H 8.3690 2.2918 5.4004
H 3.0254 1.5725 -0.6003
C -1.5876 6.4341 -2.5599
O -1.3359 4.7210 -0.1396
C 4.8272 3.4095 5.2430
H -0.8868 -4.4495 -3.1769
H -1.6493 -1.1279 0.8559
F -4.8158 0.2214 -1.2155
N -0.1692 -2.4505 1.4147
H 7.0678 1.7547 3.3977
C 6.5858 4.3234 3.7874
C -3.0852 6.1001 -2.4612
H -2.5127 -5.3035 -5.6186
H 3.3418 4.4312 4.0435
H -0.4077 -8.4551 -3.7269
F -7.4791 3.0579 -0.0999
C -3.6087 1.5254 -2.7573
N 5.7843 3.1756 4.1751
N -0.9560 -6.4970 -3.3560
H -1.3500 6.9737 -3.4757
H 7.6932 0.6875 5.6287
C 7.4566 4.9934 4.8606
H 3.1695 4.6594 5.7876
H 3.0465 3.1418 -1.4530
H 0.1994 -4.7170 -0.5359
H -3.2649 -5.0705 -4.0368
H -0.2609 -5.0731 -4.6825
C -5.8611 2.3648 -1.6366
H 5.3095 3.5639 6.2221
C -1.9817 -2.8786 -0.3427
F -5.6824 0.5828 -3.1613
H -4.3819 5.8958 -0.7256
H -1.2837 7.0563 -1.7120
F 0.4041 2.2919 0.2787
H -2.2331 -7.9841 -0.5635
H -0.6051 -3.6212 4.5882
C -1.0789 -5.1846 -3.9652
I -4.0782 6.7860 -4.2533
H -1.6054 -2.2022 2.8625
H -2.9676 -8.1590 -4.2736
S -2.2825 1.7748 -1.4575
H -2.4133 -7.4790 -5.8046
C 7.4359 1.7428 5.5208
H -2.9182 -6.7103 -2.5356
H 2.7647 2.7249 1.5687
C -1.5595 -7.9397 -1.4202
H -2.7420 -2.3141 -0.8877
H 4.4232 5.5274 4.9172
C 6.4998 1.9197 4.3176
H -1.7061 -8.8547 -1.9948
H -1.9668 -9.1178 -5.3573
F -3.2025 0.5145 -3.5080
H -3.2189 5.0207 -2.5074
C -2.4009 -4.8156 -4.6510
O -1.6515 3.0606 -2.1361
C -4.9986 1.1504 -2.1600
F -7.4329 0.9612 -0.5782
C -3.7882 6.6683 -1.2181
C 3.8915 4.5773 4.9745
C 2.6236 2.5881 -0.6086
H 2.2948 4.2194 0.7640
H -0.0864 -5.2015 1.1381
H 5.7460 1.1270 4.3495
C -0.8467 -7.6180 -4.2734
C -1.8579 -6.6905 -2.2343
H 0.5752 -2.4189 4.0492
F -6.7351 2.6997 -2.6025
H 4.2294 2.4992 5.3406
O -0.7397 5.2582 -2.6109
F -5.0954 3.4469 -1.3852
H 6.9688 2.0621 6.4527
C 1.1434 2.4954 -0.8753
O -2.9226 2.0872 -0.2288
H 1.6803 -3.3220 1.7314
H -1.4477 -3.4839 -1.0737
H -0.5334 -7.9255 -1.0498
C -1.0431 -1.9090 0.3870
H 3.9707 3.7102 0.6805
C 0.0051 -3.2973 3.7441
H -3.0459 7.0143 -0.4955
C 2.9449 3.3392 0.6861
H -1.4937 -3.8670 2.3199
C 0.9322 -3.2705 0.9377
O -1.3649 0.6907 -1.5811
C -0.8926 -2.9742 2.5599
H -1.7470 -5.8231 -1.5774
H -4.4399 7.5068 -1.4604
H -0.1045 -7.3482 -5.0290
H 8.3765 4.4426 5.0514
H 1.5299 -5.2964 0.4488
H 1.4167 -2.7252 0.1234
H -0.4231 -1.3923 -0.3482
O 0.7012 3.7316 -1.4546
H -2.4307 -3.7383 -4.8260
H 7.2153 4.0119 2.9499
*
```

Results
lowest unoccupied orbital energy	0.0141	Ha
calculated total energy	-102116.891	eV
SMILES	CC[C@@H](F)O[P@@](=O)(OC[C@@H](C)I)OS(=O)(=O)C(F)(F)C(F)(F)C(F)(F)C(F)(F)F.CCN(CC)CC.CCN(CC)CC.CCN(CC)CC
gap between HOMO and LUMO	8.35	eV